Entry 1:
12
Properties=species:S:1:pos:R:3 method="wB97M-V/def2-TZVPD" total_charge=+3 orbital_gap_ev="5.363 / 7.411" e_lumo_ha="-0.4788 / -0.5040" spin_multiplicity=6
H 2.22507 -2.99828 0.37452
H 0.18542 -0.62639 -1.89124
Ho 2.05453 1.22630 0.43066
O 0.07218 0.97299 -0.53698
Li -3.56732 -1.26153 1.10126
O -1.98966 -0.52452 0.32753
C 0.10135 -0.39619 -0.81212
H -0.81942 -2.26722 -0.10628
C 1.39628 -2.29324 0.28312
Li -1.52831 1.50947 0.16618
C -1.10146 -1.10424 -0.30024
C 1.32878 -1.04326 -0.09331

---

Entry 2:
22
Properties=species:S:1:pos:R:3 method="wB97M-V/def2-TZVPD" total_charge=-1 orbital_gap_ev=8.450 e_lumo_ha=0.1095 de_lowest_kj_mol=216.8
H -1.55696 -1.91802 -0.12021
H 2.76788 0.04039 1.04009
O 1.85031 -3.10121 -1.04570
H -3.66166 0.14339 -1.26489
O -0.11757 3.83157 0.27411
H -2.55834 0.25827 -0.00571
O 0.44795 2.41169 -3.71140
I 0.33714 0.32794 -0.32934
H -0.07599 -0.56351 2.27295
H -2.82470 -2.11672 0.62506
H 4.38738 -0.14727 0.85772
H -0.12856 1.84854 -4.25066
H -0.81608 4.09449 0.86816
O -0.24856 -0.70130 3.09063
H -0.01692 2.99392 0.32325
O 3.66729 0.12985 1.39166
H 0.36607 2.10163 -2.74126
H 1.55493 -2.32241 -0.79374
O -1.97510 -2.57630 0.37254
O -3.46206 -0.13179 -0.33453
H 1.56690 -3.69919 -0.28288
H 0.49665 -0.90394 3.76413

---

Entry 3:
44
Properties=species:S:1:pos:R:3 method="wB97M-V/def2-TZVPD" orbital_gap_ev=6.913 e_lumo_ha=-0.0268 de_lowest_kj_mol=42.9
H -0.02518 -3.10553 3.20497
H -2.55734 -1.82211 3.89694
N -1.51661 -2.43798 1.47956
C -0.06210 0.90081 -1.59160
H 1.48778 3.31247 -4.60505
H -0.24754 3.33273 -4.92136
C 1.96098 -1.95010 0.59557
C 3.99867 -1.34213 -1.13956
H -4.20370 -1.18336 3.99386
C -3.61124 -2.09576 3.91468
H 1.78785 5.62495 -1.96910
H 1.54634 -2.30428 3.38978
H 1.45910 -3.92658 2.69672
H 2.56230 4.04785 -1.76404
C -1.37076 4.70237 -2.15760
H 4.77237 -1.11765 -1.85897
C 1.63320 4.60204 -1.61714
H 3.48163 -2.55860 1.97341
H -3.79842 -2.70336 4.80122
C 0.55388 3.82610 -4.36842
H 2.36627 -0.68494 -2.40657
H -2.22619 4.19729 -2.60956
H 5.32838 -1.99665 0.41030
C 2.67045 -1.11486 -1.46252
N -3.76860 -2.11132 1.43403
H -1.33229 5.72339 -2.54509
H -4.53006 -1.57012 1.06255
N -0.35719 -2.16989 0.82283
H -1.54395 4.75304 -1.08098
C 4.29924 -1.83708 0.11724
C 0.78847 -2.37112 1.39254
N 1.69017 -1.38877 -0.60981
H -5.02715 -3.16049 2.67725
C 3.27194 -2.15115 0.99518
C 0.95093 -2.96107 2.75276
Pt -0.29360 -0.83509 -0.69418
C -3.97595 -2.87187 2.65643
H 1.43086 4.63915 -0.54497
H 0.63148 4.85568 -4.72598
C 0.05672 2.05272 -1.97281
H -3.38410 -3.78405 2.58812
S -2.55247 -0.90946 -0.57470
C -2.56015 -1.88470 0.89086
Si 0.21558 3.77947 -2.52683

---

Entry 4:
22
Properties=species:S:1:pos:R:3 method="wB97M-V/def2-TZVPD" orbital_gap_ev=8.236 smiles="S=c1nc(N2CCCCC2)ss1" e_lumo_ha=0.0029 de_lowest_kj_mol=0.0
S -2.42387 -1.27424 -1.22442
C -0.91630 -1.14363 -3.54547
H 1.60967 0.39874 2.93190
H -2.00148 1.11419 0.63563
C 0.98264 0.80368 -0.32579
C 1.88024 0.00998 0.70193
H 0.74352 -1.10689 2.43968
N -0.32581 -0.57611 -2.49410
H 1.32828 0.74944 -1.38796
N -0.39152 0.27592 -0.34454
C -0.93795 -0.45846 -1.37727
H 0.94003 1.83898 -0.14197
C -0.25310 0.85583 2.05578
H 2.91157 0.54025 0.75512
C -1.15359 0.43372 0.92907
H 2.08864 -1.01151 0.38429
S -2.53328 -1.84842 -3.23534
H -1.58868 -0.60812 1.14901
S -0.32881 -1.38292 -5.06151
H 0.08760 1.83832 2.09795
H -0.76043 0.59511 2.99861
C 1.04266 -0.04388 2.05939

---

Entry 5:
6
Properties=species:S:1:pos:R:3 method="wB97M-V/def2-TZVPD" total_charge=-1 orbital_gap_ev="4.480 / 4.336" e_lumo_ha="0.0517 / 0.0519" de_lowest_kj_mol=0.0 spin_multiplicity=2
O -0.04688 -0.36397 1.87081
O 1.81818 -0.75132 0.18443
O -0.50090 -0.99020 -0.52788
O 0.57678 1.24562 -0.17372
Cs -2.25553 1.06096 -1.76043
P 0.40833 -0.20110 0.40681

---

| no. | E_tot (eV) |
| --- | --- |
| 1 | -34466.961 |
| 2 | -22662.336 |
| 3 | -43832.607 |
| 4 | -42906.449 |
| 5 | -18028.858 |